## w
This record from OMol25 describes a gas-phase ion, C4H11N2S (charge -1). The level of theory is wB97M-V/def2-TZVPD.

Atoms and positions in Å:
S (1.8587, 2.8173, 2.0303)
N (-2.0061, -1.4016, -1.4601)
N (0.1384, -0.7969, -0.5670)
C (1.2430, 1.7123, 0.7210)
C (-0.7188, -0.6802, -1.6676)
C (0.9324, 0.4072, 1.4018)
C (-0.3100, -0.3810, 0.8394)
H (1.9125, 1.4029, -0.1163)
H (-2.3468, -1.6235, -0.4690)
H (0.5278, 2.4040, 0.2437)
H (1.0702, -0.3587, -0.7384)
H (-0.8171, 0.5698, -1.8837)
H (-1.2386, 0.2069, 0.8407)
H (-0.2367, -1.2303, -2.5430)
H (-0.5579, -1.2314, 1.4966)
H (0.7863, 0.5880, 2.4730)
H (-2.0434, -2.1527, -2.1638)
H (1.8062, -0.2520, 1.5625)

Computed properties:
Charge: -1
HOMO-LUMO gap in eV: 5.9
E_HOMO in eV: -2.305
SMILES: NCNCCC[S-]


## x
This record from OMol25 describes 2 unconnected molecules or ions with the total composition C4H11N2S. The level of theory is wB97M-V/def2-TZVPD.

Atoms and positions in Å:
S (-1.7680, 0.1257, -0.9287)
N (1.6615, 0.6040, 2.9866)
N (0.4508, -1.9547, 0.5767)
C (0.5583, -1.0870, 1.7017)
C (0.0387, 1.6019, -2.4625)
C (-1.0317, 0.5159, -2.5531)
C (1.6423, -0.3820, 1.9493)
H (-1.8321, 0.8507, -3.2160)
H (0.4758, 1.8312, -3.4447)
H (-0.1738, -1.5078, -0.1091)
H (-0.0202, -2.8101, 0.8553)
H (-0.4041, 2.5142, -2.0641)
H (0.8331, 1.2944, -1.7823)
H (1.2006, 1.4638, 2.7310)
H (2.5293, -0.4756, 1.3342)
H (-0.3076, -0.9369, 2.3422)
H (2.5882, 0.8060, 3.3254)
H (-0.6059, -0.3872, -2.9913)

Computed properties:
Charge: -1
HOMO-LUMO gap in eV: 6.3
E_HOMO in eV: -2.537


## y
This record from OMol25 describes a molecular structure, C4H11N2S. The level of theory is wB97M-V/def2-TZVPD.

Atoms and positions in Å:
S (-1.2074, 2.0278, -1.8359)
N (0.0837, -0.3484, -0.3378)
N (1.4958, -2.0690, 2.7262)
C (1.0285, -1.8077, 1.5055)
C (1.2950, -0.3787, -1.1863)
C (0.4693, -0.5357, 1.0208)
C (-2.8176, 2.1367, -1.0050)
H (-3.0228, 1.2448, -0.4023)
H (-3.6418, 2.2625, -1.7394)
H (1.1288, -0.0707, -2.2286)
H (0.9093, -2.5922, 0.7326)
H (1.6796, -0.7201, 1.0178)
H (1.7867, -1.3506, -1.1722)
H (-0.1409, 0.0358, 1.7056)
H (-2.8228, 2.9951, -0.3580)
H (2.0463, 0.3062, -0.7613)
H (-0.6051, 0.3966, -0.5920)
H (2.3353, -1.5325, 2.9104)

Computed properties:
Charge: -1
HOMO-LUMO gap in eV: 6.6
E_HOMO in eV: -2.850


Top of the stability list: x, leading by 1.426 eV.


## w
This record from OMol25 describes a gas-phase ion, C4H11N2S (charge -1). The level of theory is wB97M-V/def2-TZVPD.

Atoms and positions in Å:
S (0.6656, 0.4226, -3.7254)
N (-0.9849, -0.9988, -1.3408)
N (-0.7546, -0.2181, 1.3786)
C (-0.1945, -0.3089, 2.7044)
C (0.9461, 0.4638, -1.9392)
C (0.0871, 0.3998, 0.3849)
C (-0.3117, 0.2692, -1.0924)
H (1.4418, 1.4129, -1.6705)
H (-0.4272, -1.7005, -0.8732)
H (-0.7730, -0.9746, 3.3428)
H (1.0954, -0.0228, 0.5119)
H (0.8119, -0.7274, 2.5941)
H (-0.9621, 1.1019, -1.3756)
H (-0.0579, 0.6719, 3.1875)
H (1.7407, -0.2584, -1.6885)
H (-0.9071, -1.1841, -2.3469)
H (0.2553, 1.4743, 0.5827)
H (-1.6708, 0.1770, 1.3656)

Computed properties:
Charge: -1
HOMO-LUMO gap in eV: 5.8
E_HOMO in eV: -2.351
SMILES: CNC[C@H](N)C[S-]


## x
This record from OMol25 describes 2 unconnected molecules or ions with the total composition C4H11N2S. The level of theory is wB97M-V/def2-TZVPD.

Atoms and positions in Å:
S (2.3846, 1.8049, -0.2670)
N (-0.4488, 0.2595, -0.7874)
N (-2.8623, -2.1296, 0.8300)
C (-0.8342, 1.5917, -0.2954)
C (3.2786, 0.2338, -0.0672)
C (-2.1873, -1.4400, -0.0145)
C (-0.8654, -0.7304, 0.1650)
H (-1.9165, 1.6346, -0.1530)
H (-2.7350, -1.1314, -0.9125)
H (-0.5537, 2.4073, -0.9634)
H (0.5711, 0.3368, -0.8870)
H (-0.0644, -1.2069, 0.7288)
H (-1.6842, -0.1622, 0.7204)
H (2.7193, -0.5536, 0.4486)
H (3.6232, -0.2201, -0.9984)
H (-2.2819, -2.8582, 1.2615)
H (4.1748, 0.3471, 0.5461)
H (-0.3180, 1.8168, 0.6455)

Computed properties:
Charge: -1
HOMO-LUMO gap in eV: 6.5
E_HOMO in eV: -2.719


Top of the stability list: w, leading by 2.441 eV.


## w
This record from OMol25 describes 2 unconnected molecules or ions with the total composition C5H14. The level of theory is wB97M-V/def2-TZVPD.

Atoms and positions in Å:
C (0.0224, -0.3485, -1.9523)
C (0.1121, -1.2173, -0.6781)
C (0.2904, -2.6806, -1.0981)
C (0.3263, 2.3006, 1.3522)
C (-0.7644, 1.6540, 2.2365)
H (-0.5738, -0.6983, -2.7789)
H (-0.5310, 0.5931, 2.3125)
H (-0.7594, -1.1391, -0.0236)
H (-0.8510, 2.1211, 3.2180)
H (1.0750, -2.7832, -1.8516)
H (0.5142, -3.3499, -0.2737)
H (0.2106, 1.8437, 0.3764)
H (0.9886, -0.9132, -0.0968)
H (-0.6577, -2.9975, -1.5484)
H (1.0790, -0.3116, -2.2558)
H (1.3206, 2.0747, 1.7405)
H (0.1324, 3.3600, 1.2915)
H (-0.2210, 0.6807, -1.6924)
H (-1.7133, 1.8113, 1.7221)

Computed properties:
HOMO-LUMO gap in eV: 12.6
E_HOMO in eV: -11.473
SMILES: CCC.CC


## x
This record from OMol25 describes 2 unconnected molecules or ions with the total composition C5H14. The level of theory is wB97M-V/def2-TZVPD.

Atoms and positions in Å:
C (-0.1842, -0.9506, -1.0018)
C (0.6749, -1.9846, -0.2576)
C (0.6804, 2.2097, 2.2765)
C (-0.9232, -1.5989, -2.1985)
C (-0.2933, 2.2108, 1.0839)
H (-1.0172, -0.6808, -0.3481)
H (0.3335, -0.0379, -1.2759)
H (1.0500, 3.2014, 2.5155)
H (1.5100, 1.5174, 2.1484)
H (-0.6994, 3.2064, 0.9386)
H (0.1329, 1.8544, 3.1471)
H (1.6237, -2.1360, -0.7619)
H (0.1345, -2.9312, -0.2832)
H (-1.9327, -1.9384, -2.0033)
H (-0.9499, -0.9136, -3.0420)
H (-0.3591, -2.4664, -2.5557)
H (0.3193, 1.9995, 0.1981)
H (-1.0935, 1.4809, 1.0410)
H (0.8062, -1.6944, 0.7799)

Computed properties:
HOMO-LUMO gap in eV: 12.4
E_HOMO in eV: -11.289
SMILES: CCC.CC


Top of the stability list: w, leading by 0.164 eV.


## w
This record from OMol25 describes 2 unconnected molecules or ions with the total composition C5H14. The level of theory is wB97M-V/def2-TZVPD.

Atoms and positions in Å:
C (0.1232, 0.0477, 1.6155)
C (1.4134, 0.5628, -1.9877)
C (-1.2219, -0.5234, 1.1495)
C (-2.1481, 0.6985, 0.9152)
C (1.7665, -0.9005, -1.5587)
H (-1.6417, -1.1372, 1.9120)
H (0.9016, -0.6927, 1.4726)
H (0.4915, 0.9396, 1.0765)
H (-3.2346, 0.4672, 0.7951)
H (-2.2273, 1.3611, 1.7862)
H (0.8751, -1.3034, -1.0766)
H (-1.2007, -0.9952, 0.1925)
H (1.1731, 0.6582, -3.0509)
H (-2.1012, 1.4086, 0.0687)
H (0.4442, 0.8634, -1.5454)
H (1.9686, -1.4838, -2.4686)
H (2.6372, -0.8371, -0.9297)
H (2.1588, 1.2890, -1.5998)
H (0.0646, 0.5022, 2.6631)

Computed properties:
HOMO-LUMO gap in eV: 12.4
E_HOMO in eV: -11.269
SMILES: CCC.CC


## x
This record from OMol25 describes 2 unconnected molecules or ions with the total composition C5H14. The level of theory is wB97M-V/def2-TZVPD.

Atoms and positions in Å:
C (-2.3755, -1.4956, -0.2013)
C (-1.6667, -1.7201, -1.5394)
C (0.1440, 1.2369, 0.7565)
C (1.4624, 1.0599, 0.0100)
C (2.6835, 1.2220, 0.9234)
H (3.5813, 0.7029, 0.5894)
H (-2.6961, -2.4335, 0.2028)
H (-0.1695, 2.2743, 0.9012)
H (-0.7232, 0.7865, 0.2932)
H (2.9362, 2.2634, 1.1330)
H (0.3327, 0.7614, 1.7197)
H (-1.6303, -1.1568, 0.5201)
H (2.4573, 0.8285, 1.9025)
H (-3.1299, -0.7175, -0.2792)
H (1.5772, 1.6177, -0.9220)
H (1.5228, 0.0089, -0.2998)
H (-0.7809, -1.0874, -1.6563)
H (-1.2256, -2.7086, -1.6679)
H (-2.2997, -1.4428, -2.3859)

Computed properties:
HOMO-LUMO gap in eV: 12.4
E_HOMO in eV: -11.202
SMILES: CCC.CC


## y
This record from OMol25 describes 2 unconnected molecules or ions with the total composition C5H14. The level of theory is wB97M-V/def2-TZVPD.

Atoms and positions in Å:
C (-2.3020, -0.6478, 0.1912)
C (-1.2755, 0.0035, 1.0112)
C (1.6983, 1.2396, -0.7840)
C (1.7387, 0.3856, -2.0538)
C (-0.3518, -0.9298, 1.8282)
H (-3.1443, 0.0872, 0.0052)
H (-0.5547, -2.0085, 1.8974)
H (-1.9659, -1.0229, -0.7937)
H (2.6069, 0.8463, -0.3580)
H (-0.4863, -0.8354, 2.9425)
H (0.9688, 0.6732, -2.8366)
H (-2.6720, -1.5404, 0.6259)
H (-0.7250, 0.6774, 0.3416)
H (0.7098, -0.7911, 1.6006)
H (1.9095, -0.7306, -1.8858)
H (2.6766, 0.5119, -2.6626)
H (0.8965, 1.1582, -0.0518)
H (-1.7808, 0.6982, 1.8488)
H (2.0533, 2.2254, -0.8661)

Computed properties:
HOMO-LUMO gap in eV: 11.9
E_HOMO in eV: -10.752
SMILES: CCC.CC


## z
This record from OMol25 describes 2 unconnected molecules or ions with the total composition C5H14. The level of theory is wB97M-V/def2-TZVPD.

Atoms and positions in Å:
C (2.8726, -1.4766, 0.8805)
C (2.7486, 0.0823, 0.9167)
C (-1.9757, 0.8000, -0.9899)
C (-3.1187, 0.7956, 0.0040)
C (-0.8103, -0.1934, -0.7949)
H (3.8697, -1.6510, 0.7396)
H (1.9520, 0.2729, 1.6438)
H (-2.8817, 0.6663, 1.0011)
H (-0.1531, -0.0987, -1.6268)
H (-3.5086, 1.8073, -0.0871)
H (-1.4907, 1.8484, -1.1240)
H (-3.7879, 0.0535, -0.4347)
H (2.5044, -2.0925, 1.5851)
H (-1.2692, -1.1269, -0.9515)
H (2.6252, 0.6590, -0.0366)
H (-2.0985, 0.8247, -2.0695)
H (2.5469, -1.6595, -0.0954)
H (-0.3024, -0.1719, 0.1173)
H (3.6954, 0.6213, 1.2400)

Computed properties:
HOMO-LUMO gap in eV: 11.6
E_HOMO in eV: -10.484
SMILES: CCC.CC


Top of the stability list: x, leading by 0.442 eV.


## w
This record from OMol25 describes 2 unconnected molecules or ions with the total composition C5H14. The level of theory is wB97M-V/def2-TZVPD.

Atoms and positions in Å:
C (0.8920, -1.2395, 1.4881)
C (-2.4261, 0.3372, -0.9059)
C (1.6990, -1.1949, 0.1712)
C (-2.5259, 1.8491, -0.7696)
C (2.5308, 0.1044, 0.0335)
H (-2.7225, -0.0474, -1.8755)
H (1.0049, -1.2933, -0.6627)
H (3.5887, -0.1549, 0.0301)
H (-1.5542, 2.3347, -0.6500)
H (0.3666, -2.1978, 1.5559)
H (-3.1718, 2.1847, 0.0449)
H (0.0831, -0.5178, 1.5762)
H (-1.4148, -0.0522, -0.7393)
H (-2.9826, -0.1637, -0.1084)
H (1.5479, -1.1428, 2.3530)
H (2.3528, 0.5398, -0.9495)
H (2.3206, -2.0737, 0.2760)
H (-2.9773, 2.3141, -1.6547)
H (2.3298, 0.8277, 0.8142)

Computed properties:
HOMO-LUMO gap in eV: 12.6
E_HOMO in eV: -11.510
SMILES: CCC.CC


## x
This record from OMol25 describes 2 unconnected molecules or ions with the total composition C5H14. The level of theory is wB97M-V/def2-TZVPD.

Atoms and positions in Å:
C (0.2465, 1.9251, -1.6419)
C (-0.5336, 2.9428, -0.8052)
C (-0.6001, -2.9397, 1.3950)
C (0.6025, -2.0291, 1.5956)
C (0.2761, 0.5684, -0.9728)
H (-1.1612, -2.6931, 0.4837)
H (0.3377, -1.0131, 1.3361)
H (1.2928, 2.2629, -1.6550)
H (0.9946, -0.0902, -1.4695)
H (-0.0318, 1.8675, -2.6955)
H (-1.3261, -2.9057, 2.2150)
H (0.9448, -2.0514, 2.6375)
H (1.4478, -2.2559, 0.9478)
H (-0.3263, -3.9882, 1.2835)
H (-1.1332, 2.4433, -0.0414)
H (-0.6732, 0.0378, -1.0083)
H (0.6547, 0.7238, 0.0285)
H (-1.1946, 3.6137, -1.3549)
H (0.1825, 3.5812, -0.2782)

Computed properties:
HOMO-LUMO gap in eV: 12.5
E_HOMO in eV: -11.314
SMILES: CCC.CC


Top of the stability list: x, leading by 0.111 eV.